The following is a quantum chemistry calculation of a 2-piece molecular cluster, C3H4FN overall in a non-equilibrium geometry, from OMol25.

Calculated values
max |F|: 0.0584 Eh/bohr
gap between HOMO and LUMO: 10.78 eV
SMILES: C=CF.C#N
E_LUMO: 1.1079 eV
energy above the lowest of the compared OMol25 structures with the same formula, charge and spin: 1.653 eV

```
! RIJCOSX wB97M-V def2-TZVPD def2/J DEFGRID3
* xyz 0 1
C 0.9303 0.4649 0.4189
C 0.8027 -0.5033 -0.4996
H -1.8287 0.9404 0.3928
F 0.9103 1.7625 -0.0293
H 0.9222 -1.5461 -0.2962
C -1.7105 -0.0676 0.0407
H 0.5421 -0.2317 -1.5544
N -1.8310 -1.1873 0.0072
H 1.2626 0.3680 1.5199
*
```

Charges computed using Löwdin, reported in e: -0.25, -0.03, 0.08, -0.04, 0.06, -0.12, 0.09, 0.08, 0.14



The following is a quantum chemistry calculation of a 4-piece molecular cluster, C17H42Cl2N2O14P4SSi overall in a non-equilibrium geometry, from OMol25.

Calculated values
max |F|: 0.1929 Eh/bohr
gap between HOMO and LUMO: 6.28 eV
SMILES: CCCC[Si@@](Cl)(CCSc1nnco1)P(O)Cl.COP(=O)(OC)OC.COP(=O)(OC)OC.COP(=O)(OC)OC
E_LUMO: -2.4325 eV

```
! RIJCOSX wB97M-V def2-TZVPD def2/J DEFGRID3
* xyz 0 1
H 5.7685 -3.4772 3.0623
Si 6.8707 -1.7527 1.6294
O -2.0334 2.5821 -1.2190
C -8.1256 3.2493 -2.5010
H -7.7547 6.6594 0.1030
H 1.1448 4.5659 -1.6136
O -8.5781 5.9161 -2.4239
N 0.4040 -0.4535 1.2912
H -2.6617 0.9991 -0.0861
O -1.2694 -7.1187 2.3343
C -3.1919 3.7413 -3.3682
H 10.6949 -0.4699 1.6560
H -8.0879 3.3227 -1.4113
H -8.4213 7.7036 -3.4991
O -2.4240 4.8096 0.0551
O -0.2864 3.9126 -0.2693
H -5.9715 6.5887 0.2137
C 4.3784 -3.3108 1.2454
H 1.6800 3.3419 -0.4390
H 4.8447 -4.2991 0.8802
P -2.4924 -6.6775 1.5503
C 10.3518 -0.1064 0.6326
O 8.0860 1.0314 2.8259
H 7.2919 1.3658 2.3366
P -1.7347 4.2020 -1.1544
H 10.2105 -2.6391 1.5816
C -4.4506 -5.3614 2.7567
H -2.5789 -8.1848 -1.7133
C 0.0491 -1.4051 0.2854
H -0.8483 -4.5628 2.1467
H -2.0730 -6.4993 -1.5282
C 9.5429 -2.6611 0.6409
C -1.9139 1.7927 -0.0463
O -3.0758 -5.7274 2.8632
H 8.1373 -3.8926 1.8616
P 7.6637 -0.5700 3.3691
H -0.6912 -1.2596 -0.5619
P -6.9484 5.6694 -2.4002
O -7.1636 4.1168 -3.0971
H 11.2918 0.2957 0.0940
H -5.0788 -6.2471 2.8769
C -6.8189 7.1398 -0.2001
Cl 9.3863 -1.5765 4.1005
H 9.9910 -3.5119 -0.0021
H -3.8527 4.2722 -4.0563
C -9.0985 7.1711 -2.8301
H -9.2983 7.7817 -1.9466
C -1.4720 -4.2339 1.3138
C 0.8571 3.6555 -1.0827
O -3.0847 4.5031 -2.1666
H -9.1247 3.4948 -2.8664
H 4.7148 -1.9635 3.0287
H 10.4579 -1.5461 -1.0511
H -2.2016 -3.5006 1.6679
O -2.1572 -5.3104 0.6923
C 5.3277 -2.6766 2.3680
H -6.8041 8.1602 0.1852
C 1.5585 -2.3968 1.5146
C 9.6779 -1.3215 -0.2279
O -6.3249 6.1942 -3.6816
Cl 6.1009 -0.4774 0.0899
H 8.7361 -0.9989 -0.7784
H -0.9256 1.3292 -0.0240
H 7.5764 -3.6328 0.1107
H 4.2431 -2.6645 0.3159
N 1.3505 -1.0910 2.0656
C -2.6389 -7.3094 -1.0638
H -4.6523 -4.8954 1.7870
H 0.6471 2.8592 -1.8037
H -2.0668 2.3744 0.8635
H -3.6877 -7.0255 -0.9470
H -10.0432 7.0008 -3.3477
O -6.7149 7.1871 -1.6228
H 9.6160 0.7602 0.6719
H -0.8399 -3.7520 0.5711
H -4.6842 -4.6476 3.5477
H -2.2121 3.6218 -3.8374
O 0.7314 -2.6593 0.3860
S 2.7177 -3.7363 2.0358
C 8.0519 -3.1148 1.0097
H -3.6341 2.7666 -3.1523
H -7.8962 2.2232 -2.7953
O -2.0643 -7.6421 0.1980
*
```

Charges computed using Löwdin, reported in e: 0.09, 0.10, -0.29, -0.14, 0.08, 0.08, -0.29, 0.01, 0.09, -0.28, -0.14, 0.04, 0.08, 0.09, -0.29, -0.27, 0.08, -0.51, 0.09, 0.09, 0.71, -0.12, -0.45, 0.03, 0.71, 0.08, -0.15, 0.09, -0.09, 0.10, 0.08, -0.29, -0.11, -0.27, 0.09, 0.46, 0.14, 0.72, -0.24, 0.08, 0.08, -0.14, 0.15, 0.11, 0.08, -0.11, 0.09, -0.10, -0.15, -0.24, 0.08, 0.08, 0.10, 0.10, -0.28, -0.40, 0.09, -0.53, -0.25, -0.29, 0.27, 0.07, 0.05, 0.09, 0.06, 0.02, -0.14, 0.08, 0.08, 0.09, 0.08, 0.09, -0.27, 0.06, 0.06, 0.09, 0.08, -0.09, 0.89, -0.33, 0.08, 0.08, -0.24



The following is a quantum chemistry calculation of C25H32N6O4PPt as an isolated structure in a non-equilibrium geometry, from OMol25.

Calculated values
max |F|: 0.0306 Eh/bohr
gap between HOMO and LUMO (alpha / beta): 7.31 / 6.93 eV
E_LUMO (alpha / beta): -3.7815 / -4.1528 eV

```
! RIJCOSX wB97M-V def2-TZVPD def2/J DEFGRID3
* xyz 1 1
P -0.1392 -2.6431 0.2566
C 1.2009 -3.3904 -0.7295
Pt 0.0797 -0.2878 0.0842
H -1.6942 -4.7192 2.1365
C 1.6268 -4.7118 -0.6371
O -0.1558 0.8434 2.0201
C 4.5622 0.4070 0.2800
H -0.3937 -4.9993 3.2794
H 5.6227 0.3166 0.3791
H -0.0265 5.1092 -0.2018
C 2.6039 1.3713 0.0929
H -1.4559 -1.2728 -1.7382
H -0.8632 -2.6561 -2.6603
H 1.4315 -1.5354 -1.7768
N -2.1188 0.5107 0.1144
O -5.8254 0.3123 2.6716
H -5.3354 0.2787 -0.0313
H 3.2066 -2.3889 -3.2717
H -2.8944 -1.9735 0.6049
H -2.5074 -4.8633 -1.7382
H -0.7521 -2.6241 3.9467
H -3.0598 -3.7065 0.8621
C -1.6478 -2.3266 -1.9802
N -3.2655 0.3128 -0.5354
C -4.7114 0.7610 2.7580
C 1.7780 -2.5663 -1.6939
H -1.8465 -2.2143 2.6345
C -1.6198 -4.6587 -1.1419
H -3.7970 -2.9666 -0.5432
H 1.8482 -2.2729 2.1428
H -3.2668 0.1359 -1.5303
H -0.7459 -4.8734 -1.7526
N 0.3741 1.8884 -0.6155
O -1.6552 1.6882 3.4068
H 2.9437 -6.2143 -1.3868
C -2.4301 0.7718 1.3820
N 3.9310 1.6120 0.1942
C -1.6629 -3.1958 -0.7151
H 2.2287 4.2233 0.4796
C 3.5835 -0.5440 0.2309
N 2.3810 0.0655 0.1150
C 2.7728 -3.0403 -2.5281
H -2.6014 -2.4124 -2.4981
C -1.3379 1.1277 2.3636
H 1.5578 -3.4214 3.4523
H -0.1784 -5.4507 1.5978
C -0.0479 -3.3066 2.0213
O -4.2119 1.2534 3.8644
H 3.9906 -4.7241 -3.0492
H 1.1783 -5.3862 0.0736
N 1.5079 3.6436 0.0776
H 2.0142 -4.0164 1.8599
C 3.2061 -4.3509 -2.4102
C 1.5321 2.3031 -0.1191
H 3.6771 -1.6105 0.2488
C -2.9252 -2.9385 0.1064
H -1.6258 -5.3308 -0.2901
C -0.6146 -4.7039 2.2543
C 0.2723 4.0843 -0.2888
C -3.8315 0.7133 1.5468
C -0.7963 -2.3052 2.9067
H -1.4072 2.9355 -1.1177
C -0.4145 2.9837 -0.7197
H -0.3248 -1.3260 2.8411
C 1.4392 -3.2558 2.3837
C -4.3212 0.4204 0.2836
C 2.6261 -5.1858 -1.4687
H -3.2508 1.5186 3.7960
H 4.3936 2.5067 0.1719
*
```

Charges computed using Löwdin, reported in e: 1.05, -0.36, 1.01, 0.07, -0.09, -0.14, -0.04, 0.10, 0.12, 0.13, -0.25, 0.02, 0.08, 0.07, -0.02, 0.11, 0.15, 0.11, 0.05, 0.10, 0.10, 0.08, -0.11, 0.03, -0.51, -0.15, 0.08, -0.07, 0.10, 0.07, 0.17, 0.08, 0.01, 0.07, 0.11, -0.14, 0.14, -0.66, 0.17, -0.10, 0.03, -0.07, 0.09, -0.60, 0.10, 0.06, -0.66, 0.15, 0.11, 0.10, 0.15, 0.07, -0.06, -0.27, 0.11, -0.07, 0.08, -0.06, -0.04, -0.03, -0.09, 0.11, -0.11, 0.05, -0.08, 0.02, -0.06, 0.08, 0.17



The following is a quantum chemistry calculation of one molecule with the formula C4H7NS in a non-equilibrium geometry, from OMol25.

Calculated values
max |F|: 0.0535 Eh/bohr
gap between HOMO and LUMO: 8.38 eV
SMILES: C[C@@H]1N[C@H]1C=S
E_LUMO: -0.4303 eV
energy above the lowest of the compared OMol25 structures with the same formula, charge and spin: 2.178 eV

```
! RIJCOSX wB97M-V def2-TZVPD def2/J DEFGRID3
* xyz 0 1
H -3.5911 -0.6310 0.5965
S 2.4854 -0.2436 -0.1022
H -2.5808 -1.7722 -0.1436
C -1.5908 0.0788 0.4743
H -1.5505 0.1728 1.6137
H -0.2486 -0.6944 -1.1171
H 0.9822 0.4291 1.4623
H -0.5854 1.8681 0.0730
C -0.2671 -0.0261 -0.2806
H -2.9660 -0.3599 -1.1255
N -1.0972 1.1460 -0.4333
C 0.9727 0.1230 0.4479
C -2.7058 -0.6986 -0.0901
*
```

Charges computed using Löwdin, reported in e: 0.09, 0.66, 0.07, -0.31, 0.16, 0.13, 0.03, 0.10, -0.40, 0.10, 0.07, -0.62, -0.09



| no. | E (Ha) |
| --- | --- |
| 1 | -271.24244 |
| 2 | -4809.02820 |
| 3 | -2061.87236 |
| 4 | -609.47844 |